No. 1
Molecular formula: C9H24Cu5O11
Method: DFT, ωB97M-V/def2-TZVPD

As for the energy relative to the best compared isomer or geometry (same formula, charge and spin): 0.00 kcal/mol. The calculation puts the calculated total energy at -255404.8297 eV. Its orbital gap is 2.2 eV. The value obtained for the LUMO energy is -0.517 hartree. Its HOMO energy is -16.247 eV.

```
! wB97M-V def2-TZVPD RIJCOSX def2/J DEFGRID3
* xyz 3 1
Cu 9.640 11.496 13.499
Cu 11.323 8.386 11.118
Cu 12.609 10.332 13.341
Cu 9.245 13.744 10.306
Cu 12.321 13.667 12.067
C 11.286 11.171 10.713
O 10.822 12.209 11.190
O 12.451 10.858 10.937
O 10.573 10.452 10.088
C 6.170 9.546 11.921
C 7.263 9.971 10.890
O 8.245 10.983 11.333
O 5.224 10.562 12.160
H 6.716 9.259 12.820
H 5.702 8.603 11.639
H 6.768 10.429 10.034
H 7.659 9.014 10.551
H 9.073 10.898 10.854
H 5.458 10.936 13.013
C 9.039 10.492 7.289
C 9.489 10.639 5.797
O 10.875 11.035 5.681
O 9.468 11.626 8.032
H 9.611 9.639 7.656
H 8.000 10.295 7.551
H 8.949 11.449 5.307
H 9.167 9.719 5.307
H 11.312 10.534 6.373
H 10.100 11.352 8.700
C 14.389 8.857 8.429
C 13.179 8.588 7.478
O 12.341 9.666 7.459
O 14.054 9.019 9.829
H 14.917 9.744 8.078
H 15.035 8.005 8.221
H 12.679 7.732 7.929
H 13.521 8.292 6.486
H 12.170 9.822 8.391
H 13.538 9.828 9.849
C 15.329 14.155 8.500
C 13.951 13.547 8.761
O 13.703 13.334 10.101
O 16.344 13.144 8.339
H 15.539 14.887 9.280
H 15.225 14.812 7.636
H 13.814 12.596 8.247
H 13.254 14.261 8.322
H 13.601 12.405 10.319
H 16.392 12.693 9.185
*
```

Quick look at the Löwdin charges, all values in e: atom 1 (Cu): 0.767, atom 2 (Cu): 0.782, atom 3 (Cu): 0.804, atom 4 (Cu): 0.800, atom 5 (Cu): 0.716, atom 6 (C): -1.066, atom 7 (O): -0.056, atom 8 (O): -0.027, atom 9 (O): 0.028, atom 10 (C): -0.227, atom 11 (C): -0.144, atom 12 (O): -0.099, atom 13 (O): -0.013, atom 14 (H): 0.112, atom 15 (H): 0.138, atom 16 (H): 0.133, atom 17 (H): 0.122, atom 18 (H): -0.009, atom 19 (H): 0.091, atom 20 (C): -0.203, atom 21 (C): -0.185, atom 22 (O): -0.051, atom 23 (O): -0.090, atom 24 (H): 0.099, atom 25 (H): 0.118, atom 26 (H): 0.123, atom 27 (H): 0.122, atom 28 (H): 0.008, atom 29 (H): 0.006, atom 30 (C): -0.167, atom 31 (C): -0.212, atom 32 (O): -0.053, atom 33 (O): -0.067, atom 34 (H): 0.129, atom 35 (H): 0.135, atom 36 (H): 0.122, atom 37 (H): 0.153, atom 38 (H): 0.054, atom 39 (H): 0.003, atom 40 (C): -0.197, atom 41 (C): -0.231, atom 42 (O): -0.081, atom 43 (O): -0.030, atom 44 (H): 0.125, atom 45 (H): 0.133, atom 46 (H): 0.134, atom 47 (H): 0.128, atom 48 (H): 0.046, atom 49 (H): 0.078

No. 2
Molecular formula: C9H24GeLiN4OSSe
Method: DFT, ωB97M-V/def2-TZVPD

The calculation puts the calculated total energy at -150631.4453 eV. Its orbital gap is 9.0 eV. The value obtained for the LUMO energy is -0.086 hartree. Its HOMO energy is -11.380 eV.

```
! wB97M-V def2-TZVPD RIJCOSX def2/J DEFGRID3
* xyz 1 1
Li -0.310 -0.708 0.223
N -3.112 -2.653 0.900
C -1.861 -3.135 0.803
N -1.708 -4.474 0.810
O -0.868 -2.385 0.717
H -3.920 -3.248 0.930
H -3.247 -1.655 0.868
H -2.475 -5.106 0.948
H -0.778 -4.847 0.750
C -0.807 5.073 -1.908
Ge -0.553 3.272 -1.208
C 0.446 2.180 -2.485
C 0.321 3.310 0.535
C -2.359 2.502 -0.922
Se -2.401 0.584 -0.593
C -2.460 -0.029 -2.433
H 0.153 5.569 -2.047
H -1.403 5.676 -1.223
H -1.316 5.044 -2.872
H 1.470 2.547 -2.552
H 0.002 2.248 -3.479
H 0.493 1.130 -2.195
H 1.352 3.652 0.437
H 0.346 2.330 1.010
H -0.201 3.999 1.201
H -3.033 2.690 -1.757
H -2.809 2.958 -0.040
H -1.600 0.345 -2.981
H -3.384 0.313 -2.890
H -2.442 -1.117 -2.412
S 1.971 -0.158 0.167
C 2.654 -1.296 1.199
N 3.947 -1.330 1.552
C 4.187 -2.309 2.609
C 2.963 -3.220 2.446
N 2.014 -2.311 1.804
H 4.542 -0.541 1.364
H 4.198 -1.821 3.587
H 5.125 -2.838 2.461
H 2.585 -3.585 3.398
H 3.183 -4.069 1.794
H 1.098 -2.588 1.481
*
```

Quick look at the Löwdin charges, all values in e: atom 1 (Li): 0.453, atom 2 (N): 0.193, atom 3 (C): -0.628, atom 4 (N): 0.192, atom 5 (O): -0.127, atom 6 (H): 0.120, atom 7 (H): 0.055, atom 8 (H): 0.118, atom 9 (H): 0.119, atom 10 (C): -0.214, atom 11 (Ge): 0.743, atom 12 (C): -0.223, atom 13 (C): -0.218, atom 14 (C): -0.587, atom 15 (Se): 0.842, atom 16 (C): -0.370, atom 17 (H): 0.025, atom 18 (H): 0.024, atom 19 (H): 0.024, atom 20 (H): 0.030, atom 21 (H): 0.027, atom 22 (H): -0.020, atom 23 (H): 0.028, atom 24 (H): -0.016, atom 25 (H): 0.027, atom 26 (H): 0.025, atom 27 (H): 0.019, atom 28 (H): 0.013, atom 29 (H): 0.034, atom 30 (H): 0.024, atom 31 (S): 0.601, atom 32 (C): -0.863, atom 33 (N): 0.028, atom 34 (C): -0.122, atom 35 (C): -0.124, atom 36 (N): 0.024, atom 37 (H): 0.143, atom 38 (H): 0.125, atom 39 (H): 0.123, atom 40 (H): 0.121, atom 41 (H): 0.123, atom 42 (H): 0.090

No. 3
Molecular formula: C9H24IMgNNbO6P2
Method: DFT, ωB97M-V/def2-TZVPD

The calculation puts the calculated total energy at -57158.7134 eV. Its orbital gap is 3.4 eV. The value obtained for the LUMO energy is -0.279 hartree. Its HOMO energy is -10.964 eV.

```
! wB97M-V def2-TZVPD RIJCOSX def2/J DEFGRID3
* xyz 1 1
C -3.461 -2.327 1.115
C -2.827 -1.841 -0.192
O -3.082 -0.424 -0.340
P -2.484 0.288 -1.628
O -3.549 0.870 -2.396
C -1.428 1.667 -1.084
C -0.095 1.314 -0.418
C -0.138 0.315 0.701
Nb 1.117 0.983 2.475
O 0.982 -0.854 3.327
I 2.650 1.853 4.693
O -0.550 1.703 3.447
N -1.363 2.538 2.700
O -2.492 2.260 2.845
P 3.332 0.379 1.383
C 3.399 0.707 -0.410
C 3.818 -1.389 1.609
O -1.676 -0.841 -2.421
C -0.715 -0.370 -3.382
C 0.674 -0.859 -2.987
H -2.746 -2.953 1.630
H -3.747 -1.476 1.716
H -4.307 -2.959 0.896
H -3.284 -2.385 -1.003
H -1.769 -2.056 -0.147
H -2.020 2.194 -0.343
H -1.307 2.369 -1.902
H 0.660 1.068 -1.184
H 0.258 2.246 0.089
H -1.166 0.315 1.049
H 0.146 -0.685 0.410
H 1.341 2.663 1.730
H 0.949 -1.531 2.626
H 2.807 -0.007 -0.966
H 3.013 1.729 -0.549
H 4.404 0.632 -0.809
H 3.698 -1.614 2.657
H 4.844 -1.494 1.284
H 3.183 -1.989 0.969
H -0.984 -0.821 -4.325
H -0.758 0.702 -3.541
H 0.656 -0.994 -1.910
H 0.896 -1.831 -3.396
H 1.451 -0.134 -3.203
Mg 1.674 3.042 -0.814
*
```

Quick look at the Löwdin charges, all values in e: atom 1 (C): -0.042, atom 2 (C): -0.255, atom 3 (O): -0.182, atom 4 (P): 0.444, atom 5 (O): -0.212, atom 6 (C): -0.191, atom 7 (C): -0.460, atom 8 (C): -0.300, atom 9 (Nb): 1.183, atom 10 (O): -0.422, atom 11 (I): 0.132, atom 12 (O): -0.426, atom 13 (N): -0.165, atom 14 (O): 0.052, atom 15 (P): 0.695, atom 16 (C): -0.385, atom 17 (C): -0.307, atom 18 (O): -0.190, atom 19 (C): -0.238, atom 20 (C): -0.058, atom 21 (H): 0.072, atom 22 (H): 0.082, atom 23 (H): 0.075, atom 24 (H): 0.118, atom 25 (H): 0.093, atom 26 (H): 0.108, atom 27 (H): 0.093, atom 28 (H): 0.047, atom 29 (H): -0.064, atom 30 (H): 0.060, atom 31 (H): 0.046, atom 32 (H): -0.087, atom 33 (H): 0.005, atom 34 (H): 0.032, atom 35 (H): -0.106, atom 36 (H): 0.055, atom 37 (H): 0.033, atom 38 (H): 0.040, atom 39 (H): 0.034, atom 40 (H): 0.127, atom 41 (H): 0.108, atom 42 (H): 0.052, atom 43 (H): 0.086, atom 44 (H): 0.070, atom 45 (Mg): 1.148

No. 4
Molecular formula: C9H24O7V
Method: DFT, ωB97M-V/def2-TZVPD

The calculation puts the calculated total energy at -49735.0773 eV. Its orbital gap (spin up / spin down) is 9.5 / 7.7 eV. The value obtained for the LUMO energy (spin up / spin down) is -0.092 / -0.203 hartree. Its HOMO energy (spin up / spin down) is -11.994 / -13.177 eV.

```
! wB97M-V def2-TZVPD RIJCOSX def2/J DEFGRID3
* xyz 1 5
V -0.402 1.158 -0.344
C -0.952 3.697 -0.883
O -0.965 4.921 -1.181
O -0.715 3.255 0.259
O -0.906 2.798 -1.731
C 3.828 0.342 -1.166
C 2.363 0.589 -1.656
O 1.781 1.390 -0.651
H 4.258 1.296 -0.861
H 4.516 -0.025 -1.928
H 3.753 -0.309 -0.295
H 1.823 -0.315 -1.935
H 2.314 1.083 -2.627
H 2.424 2.093 -0.527
C -4.394 -0.260 1.065
C -3.639 -0.498 -0.243
O -2.691 0.572 -0.322
H -3.826 -0.177 1.991
H -5.042 -1.128 1.188
H -5.011 0.638 1.073
H -4.350 -0.450 -1.068
H -3.267 -1.510 -0.402
H -3.201 1.243 -0.781
C 0.734 -2.937 -0.994
C -0.635 -2.255 -0.813
O -0.477 -0.864 -1.190
H 0.664 -3.958 -0.618
H 1.498 -2.387 -0.444
H 1.105 -3.093 -2.007
H -0.973 -2.298 0.223
H -1.382 -2.729 -1.450
H -0.423 -0.881 -2.148
C 1.973 0.531 3.010
C 1.239 -0.346 2.003
O 0.040 0.159 1.618
H 2.303 1.512 2.668
H 2.890 0.088 3.399
H 1.298 0.696 3.850
H 0.996 -1.360 2.321
H 1.928 -0.545 1.182
H -0.482 0.265 2.417
*
```

Quick look at the Löwdin charges, all values in e: atom 1 (V): 1.032, atom 2 (C): -0.901, atom 3 (O): 0.298, atom 4 (O): -0.007, atom 5 (O): -0.008, atom 6 (C): -0.030, atom 7 (C): -0.264, atom 8 (O): -0.126, atom 9 (H): 0.080, atom 10 (H): 0.087, atom 11 (H): 0.071, atom 12 (H): 0.094, atom 13 (H): 0.124, atom 14 (H): 0.123, atom 15 (C): -0.065, atom 16 (C): -0.252, atom 17 (O): -0.128, atom 18 (H): 0.075, atom 19 (H): 0.081, atom 20 (H): 0.084, atom 21 (H): 0.125, atom 22 (H): 0.104, atom 23 (H): 0.110, atom 24 (C): -0.056, atom 25 (C): -0.225, atom 26 (O): -0.170, atom 27 (H): 0.086, atom 28 (H): 0.066, atom 29 (H): 0.085, atom 30 (H): 0.121, atom 31 (H): 0.123, atom 32 (H): 0.117, atom 33 (C): -0.038, atom 34 (C): -0.333, atom 35 (O): -0.103, atom 36 (H): 0.084, atom 37 (H): 0.089, atom 38 (H): 0.083, atom 39 (H): 0.130, atom 40 (H): 0.096, atom 41 (H): 0.134

No. 5
Molecular formula: C9H25BN4OP2Pt
Method: DFT, ωB97M-V/def2-TZVPD

As for the energy relative to the best compared isomer or geometry (same formula, charge and spin): 0.52 kcal/mol. The calculation puts the calculated total energy at -40235.9377 eV. Its orbital gap (spin up / spin down) is 5.3 / 5.3 eV. The value obtained for the LUMO energy (spin up / spin down) is -0.103 / -0.274 hartree. Its HOMO energy (spin up / spin down) is -8.108 / -12.719 eV.

```
! wB97M-V def2-TZVPD RIJCOSX def2/J DEFGRID3
* xyz 1 4
Pt -0.257 -0.027 0.579
H 3.844 0.355 -2.773
H -1.335 0.054 -0.532
P -0.056 -2.245 0.063
P -0.066 2.282 0.139
C 1.643 2.768 0.473
H 1.766 3.845 0.322
H 1.913 2.509 1.499
H 2.312 2.231 -0.207
C -0.436 2.916 -1.525
H -1.503 2.799 -1.742
H -0.176 3.981 -1.583
H 0.135 2.363 -2.279
C -1.101 3.224 1.286
H -0.877 2.919 2.312
H -0.912 4.297 1.178
H -2.157 3.023 1.079
C 0.815 -2.604 -1.515
H 0.931 -3.692 -1.653
H 0.252 -2.184 -2.363
H 1.813 -2.141 -1.482
C 0.959 -3.031 1.360
H 0.489 -2.839 2.332
H 1.046 -4.115 1.205
H 1.958 -2.579 1.362
C -1.589 -3.243 -0.008
H -2.078 -3.114 -0.984
H -1.368 -4.310 0.147
H -2.272 -2.902 0.782
C -1.783 -0.064 1.755
O -2.849 -0.080 2.201
H -2.583 -0.959 -2.519
H -2.721 0.596 -2.482
H -0.771 0.994 -3.950
H -0.663 -0.970 -4.094
B -1.363 -0.045 -3.809
N -2.636 -0.166 -3.164
H 3.172 0.344 -3.046
N 1.080 0.138 2.109
C 1.512 0.079 3.198
N 2.238 0.117 4.233
C 1.926 -0.152 5.478
N 1.748 -0.371 6.618
*
```

Quick look at the Löwdin charges, all values in e: atom 1 (Pt): 0.834, atom 2 (H): 0.015, atom 3 (H): -0.068, atom 4 (P): 0.613, atom 5 (P): 0.641, atom 6 (C): -0.264, atom 7 (H): 0.060, atom 8 (H): 0.031, atom 9 (H): 0.050, atom 10 (C): -0.237, atom 11 (H): 0.053, atom 12 (H): 0.066, atom 13 (H): 0.035, atom 14 (C): -0.246, atom 15 (H): 0.051, atom 16 (H): 0.062, atom 17 (H): 0.059, atom 18 (C): -0.235, atom 19 (H): 0.067, atom 20 (H): 0.019, atom 21 (H): 0.047, atom 22 (C): -0.271, atom 23 (H): 0.045, atom 24 (H): 0.059, atom 25 (H): 0.046, atom 26 (C): -0.226, atom 27 (H): 0.051, atom 28 (H): 0.064, atom 29 (H): 0.047, atom 30 (C): -0.448, atom 31 (O): 0.036, atom 32 (H): 0.042, atom 33 (H): 0.044, atom 34 (H): 0.013, atom 35 (H): 0.011, atom 36 (B): -0.199, atom 37 (N): 0.070, atom 38 (H): 0.003, atom 39 (N): -0.006, atom 40 (C): -0.227, atom 41 (N): 0.199, atom 42 (C): -0.244, atom 43 (N): 0.237

No. 6
Molecular formula: C9H25BNPS
Method: DFT, ωB97M-V/def2-TZVPD

The calculation puts the calculated total energy at -32027.1840 eV. Its orbital gap is 5.8 eV. The value obtained for the LUMO energy is -0.019 hartree. Its HOMO energy is -6.263 eV.

```
! wB97M-V def2-TZVPD RIJCOSX def2/J DEFGRID3
* xyz 0 1
B 4.232 -1.243 3.636
P 2.335 -0.896 3.635
S 1.721 0.986 4.016
H 4.682 -0.347 2.946
H 4.549 -1.130 4.801
H 4.445 -2.356 3.186
H 1.788 -1.277 2.384
H 1.648 -1.749 4.518
C -3.671 0.834 0.288
C -3.515 0.175 -1.082
C -2.242 -0.612 -1.351
N -0.928 0.135 -1.347
C 0.065 -0.735 -2.089
C 1.497 -0.236 -2.025
C 1.946 -0.042 -0.579
C 0.966 0.863 0.155
C -0.443 0.334 0.075
C -1.078 1.438 -2.044
H -3.067 1.735 0.398
H -4.708 1.137 0.429
H -3.412 0.151 1.098
H -3.679 0.907 -1.874
H -4.312 -0.562 -1.202
H -2.316 -1.060 -2.343
H -2.126 -1.419 -0.628
H -0.012 -1.722 -1.631
H -0.296 -0.798 -3.116
H 2.120 -0.975 -2.531
H 1.610 0.691 -2.591
H 2.950 0.377 -0.538
H 1.992 -1.012 -0.075
H 1.028 1.888 -0.222
H 1.219 0.910 1.216
H -1.144 1.006 0.563
H -0.507 -0.643 0.556
H -1.731 2.081 -1.462
H -1.503 1.259 -3.030
H -0.107 1.909 -2.141
*
```

Quick look at the Löwdin charges, all values in e: atom 1 (B): -0.666, atom 2 (P): 0.234, atom 3 (S): -0.114, atom 4 (H): -0.039, atom 5 (H): -0.036, atom 6 (H): -0.044, atom 7 (H): -0.106, atom 8 (H): -0.074, atom 9 (C): -0.091, atom 10 (C): -0.224, atom 11 (C): -0.131, atom 12 (N): -0.266, atom 13 (C): -0.113, atom 14 (C): -0.163, atom 15 (C): -0.172, atom 16 (C): -0.171, atom 17 (C): -0.099, atom 18 (C): 0.024, atom 19 (H): 0.065, atom 20 (H): 0.081, atom 21 (H): 0.089, atom 22 (H): 0.107, atom 23 (H): 0.121, atom 24 (H): 0.131, atom 25 (H): 0.139, atom 26 (H): 0.144, atom 27 (H): 0.133, atom 28 (H): 0.126, atom 29 (H): 0.114, atom 30 (H): 0.128, atom 31 (H): 0.113, atom 32 (H): 0.123, atom 33 (H): 0.050, atom 34 (H): 0.117, atom 35 (H): 0.145, atom 36 (H): 0.107, atom 37 (H): 0.119, atom 38 (H): 0.099